{"formula": "C18H35N4RhSi", "method": "the ωB97M-V functional and the def2-TZVPD basis", "elements": ["H", "C", "H", "N", "C", "H", "H", "C", "N", "Rh", "H", "H", "H", "Si", "H", "C", "H", "C", "H", "C", "H", "H", "H", "H", "H", "H", "C", "H", "N", "C", "H", "H", "H", "C", "C", "C", "H", "H", "H", "H", "H", "C", "H", "N", "H", "H", "H", "C", "H", "C", "H", "C", "C", "H", "H", "C", "H", "C", "H"], "coordinates": [[-3.276, 1.625, 1.466], [-4.714, -1.187, 0.266], [-1.224, -1.574, -1.321], [2.175, 1.231, 0.512], [2.831, -0.907, 1.426], [-5.666, -1.544, -0.103], [3.669, 0.025, -0.345], [-0.055, -0.809, 3.341], [-0.397, -1.129, -1.710], [0.521, 0.056, -0.027], [-1.151, 2.782, 1.808], [-1.612, -2.313, 0.998], [-0.792, -0.694, 4.142], [-0.630, 0.317, 1.964], [0.463, -2.123, -3.364], [-1.552, 0.974, -1.905], [0.315, 2.498, 2.747], [-3.637, -2.062, 0.375], [2.247, 3.294, 0.103], [-2.428, -1.604, 0.875], [-0.252, 3.088, -2.384], [3.087, -2.870, -0.123], [-2.369, 0.525, -1.337], [3.620, -1.635, 1.617], [0.916, -0.560, 3.770], [3.539, 2.362, -0.629], [1.664, 2.295, -1.709], [1.989, 1.624, 1.430], [-0.623, 1.596, -0.919], [2.470, 2.364, -0.420], [2.255, -1.003, -1.858], [-3.755, -3.100, 0.094], [1.174, -2.038, 1.427], [0.215, 2.700, -1.478], [0.494, -2.172, -2.275], [3.319, 0.291, 0.652], [-1.228, 2.026, -0.226], [-1.981, 1.740, -2.553], [-1.568, -0.556, -3.394], [1.717, 1.281, -2.121], [2.589, -2.630, -2.403], [-2.256, -0.267, 1.257], [1.419, -3.394, -0.191], [1.684, -1.526, 0.715], [0.198, 3.509, -0.744], [-0.009, 0.248, -3.257], [-1.253, 2.159, 3.447], [-4.576, 0.136, 0.666], [4.144, 0.776, 1.177], [-0.863, -0.117, -2.684], [0.099, -3.150, -1.992], [-0.677, 2.102, 2.518], [-3.358, 0.588, 1.156], [2.117, 2.951, -2.453], [-0.066, -1.868, 3.076], [1.925, -2.044, -1.766], [-5.420, 0.810, 0.605], [2.071, -2.530, -0.328], [2.463, -0.562, 2.392]], "charge": 2, "molar_mass_g_mol": 438.5, "total_energy_ev": -36068.407}